No. 1
The following is a quantum chemistry calculation of a molecular structure, C29H30Br5N3O6SSn, from OMol25.

- Net charge: -2
- Multiplicity: 1
- Highest occupied orbital energy: -1.80 eV
- Molar mass: 1066.87 g/mol
- Kohn-Sham gap: 0.2144 Ha
- Strongest force on any atom: 0.78 eV/A
- E_tot: -414196.655 eV

Atoms and positions in Å:
Sn (0.442, -0.671, 0.443)
C (1.658, 2.761, 1.856)
N (2.334, 1.592, 1.311)
C (3.427, 1.993, 0.436)
C (2.877, 0.741, 2.374)
C (1.824, 0.166, 3.296)
C (2.037, 0.220, 4.671)
C (1.156, -0.401, 5.551)
C (0.056, -1.077, 5.042)
C (-0.169, -1.097, 3.667)
C (0.686, -0.471, 2.758)
H (2.355, 3.398, 2.436)
H (0.845, 2.449, 2.511)
H (1.232, 3.350, 1.042)
H (4.234, 2.493, 1.003)
H (3.071, 2.690, -0.325)
H (3.848, 1.107, -0.051)
H (3.638, 1.295, 2.953)
H (3.367, -0.099, 1.878)
H (2.912, 0.733, 5.058)
H (1.342, -0.370, 6.619)
H (-0.618, -1.597, 5.715)
H (-1.029, -1.643, 3.283)
Br (-5.318, -5.279, 0.887)
C (-4.068, -4.088, 0.093)
C (-4.250, -3.639, -1.204)
Br (-5.716, -4.254, -2.245)
C (-3.336, -2.715, -1.743)
Br (-3.549, -2.025, -3.506)
C (-2.229, -2.206, -1.028)
O (-1.400, -1.354, -1.497)
C (-2.051, -2.680, 0.337)
O (-1.073, -2.203, 1.064)
C (-2.968, -3.607, 0.839)
Br (-2.681, -4.160, 2.635)
O (-1.570, 1.535, 1.828)
C (-2.813, 0.896, 1.519)
C (-3.590, 1.745, 0.520)
C (-3.207, 1.516, -0.962)
C (-2.073, 2.378, -1.449)
C (-2.299, 3.565, -2.151)
C (-1.221, 4.274, -2.655)
C (0.063, 3.798, -2.430)
C (0.199, 2.633, -1.687)
N (-0.832, 1.941, -1.214)
H (-0.998, 0.885, 2.270)
H (-3.408, 0.781, 2.433)
H (-2.647, -0.104, 1.099)
H (-3.444, 2.798, 0.789)
H (-4.650, 1.508, 0.640)
H (-4.082, 1.694, -1.592)
H (-2.875, 0.481, -1.094)
H (-3.314, 3.907, -2.314)
H (-1.377, 5.179, -3.232)
H (0.936, 4.305, -2.823)
H (1.180, 2.210, -1.470)
Br (4.426, -1.363, -2.476)
C (2.847, -0.606, -3.224)
C (2.957, 0.414, -4.163)
C (1.779, 0.909, -4.702)
C (0.564, 0.382, -4.288)
C (0.570, -0.631, -3.340)
N (1.709, -1.118, -2.826)
H (3.929, 0.782, -4.462)
H (1.814, 1.697, -5.448)
H (-0.375, 0.747, -4.688)
H (-0.350, -1.070, -2.956)
C (1.885, -3.847, -0.826)
S (2.913, -3.051, 0.396)
O (4.281, -3.443, 0.090)
O (2.410, -3.498, 1.679)
O (2.717, -1.579, 0.204)
H (1.820, -4.897, -0.539)
H (2.348, -3.722, -1.803)
H (0.894, -3.385, -0.810)

No. 2
The following is a quantum chemistry calculation of 2 unconnected molecules or ions with the total composition H4O2, from OMol25.

- Net charge: 0
- Multiplicity: 1
- Highest occupied orbital energy: -10.82 eV
- Molar mass: 36.03 g/mol
- Kohn-Sham gap: 0.4222 Ha
- Strongest force on any atom: 1.86 eV/A
- E_tot: -4159.864 eV

Atoms and positions in Å:
H (1.635, -0.835, 0.258)
H (1.372, 0.667, 0.326)
H (-0.649, -0.153, -0.188)
H (-1.945, 0.684, -0.150)
O (1.188, -0.117, -0.187)
O (-1.601, -0.247, -0.058)